i) Computed, not measured: a cluster of 2 separate species, C3H4S2 in total, with the ωB97M-V functional and the def2-TZVPD basis.

```
9
C3H4S2 | the Open Molecules 2025 dataset | the ωB97M-V functional and the def2-TZVPD basis
H 1.9651 0.2624 1.0807
H 0.4961 -1.4467 -0.0428
S -2.9325 -0.9889 0.0657
S -2.7390 0.9841 0.1944
C 1.0236 0.5517 0.6627
H 0.8507 1.5964 0.7027
C 0.4054 -0.3990 0.0388
H -1.5629 -0.0087 -1.8406
C -1.7670 -0.0175 -0.7386
```

Computed properties:
Charge: 0
HOMO level: -8.283 eV
LUMO: 0.32 eV

***

ii) Computed, not measured: an isolated molecule of C3H4S2, with the ωB97M-V functional and the def2-TZVPD basis.

```
9
C3H4S2 | the Open Molecules 2025 dataset | the ωB97M-V functional and the def2-TZVPD basis
H -0.2429 -1.6367 -0.2418
C -1.6355 -1.6828 -2.4088
H 1.1091 0.7172 0.3843
S -0.3485 -0.6608 -2.3491
C -0.0769 -0.6529 -0.6512
S -2.8428 -2.5229 -1.8658
C 0.0340 0.5088 0.2973
H -0.2707 0.1460 1.2829
H -0.4847 1.4202 0.0434
```

Computed properties:
Charge: 0
HOMO level (spin up / spin down): -7.963 / -7.231 eV
LUMO (spin up / spin down): -0.24 / -0.54 eV

***

It is ii) that is most stable; the runner-up trails by 1.178 eV.

***

i) Computed, not measured: an isolated molecule of C3H4S2, with the ωB97M-V functional and the def2-TZVPD basis.

```
9
C3H4S2 | the Open Molecules 2025 dataset | the ωB97M-V functional and the def2-TZVPD basis
C -0.3187 0.3236 0.6718
C 1.1293 -1.6840 -0.1074
H 1.0434 -2.7619 -0.1827
S -0.5679 2.5820 -1.4817
H 2.0952 -1.3030 -0.5779
C 0.2784 -0.7837 0.3304
H -2.1488 1.7206 0.3550
H -0.0741 0.8546 1.5554
S -1.4368 1.0519 -0.5627
```

Computed properties:
Charge: 0
HOMO level: -8.280 eV
LUMO: 0.35 eV

***

ii) Computed, not measured: a structure of composition C3H4S2, with the ωB97M-V functional and the def2-TZVPD basis.

```
9
C3H4S2 | the Open Molecules 2025 dataset | the ωB97M-V functional and the def2-TZVPD basis
H -1.8988 -0.2076 0.6905
C 0.1065 -0.6766 -0.1507
S 1.8753 -0.4105 0.2491
C -0.7995 0.1119 0.7266
H -0.0811 -1.5532 -0.5653
H -0.6793 -0.1206 1.7263
S -0.2356 1.7043 0.0392
C 0.6893 0.4966 -0.8627
H 1.0233 0.6556 -1.8529
```

Computed properties:
Charge: 0
HOMO level: -8.598 eV
LUMO: 0.70 eV

***

It is ii) that is most stable; the runner-up trails by 1.088 eV.

***

i) Computed, not measured: an isolated molecule of C3H6N2OS2, with the ωB97M-V functional and the def2-TZVPD basis.

```
14
C3H6N2OS2 | the Open Molecules 2025 dataset | the ωB97M-V functional and the def2-TZVPD basis
H 0.5990 4.3957 -1.4826
C -1.2670 -2.8901 1.4257
N -0.5618 -0.7656 0.0832
H -0.2692 -2.6581 1.7355
H -1.3974 -3.9513 1.0892
H -1.8737 -2.5886 2.2634
C -0.3200 0.2811 -0.6235
C 1.0082 0.9730 -0.2794
S 1.0849 3.3410 -2.1418
S -1.7665 -1.7899 0.0973
H -0.7931 0.6220 -1.4995
N 1.4726 2.1155 -0.9309
O 1.6589 0.5823 0.6835
H 2.4252 2.3330 -0.4201
```

Computed properties:
Charge: 0
HOMO level: -8.758 eV
Structure (SMILES): CS/N=C/C(=O)NS
LUMO: 0.16 eV

***

ii) Computed, not measured: an isolated molecule of C3H6N2OS2, with the ωB97M-V functional and the def2-TZVPD basis.

```
14
C3H6N2OS2 | the Open Molecules 2025 dataset | the ωB97M-V functional and the def2-TZVPD basis
H -1.5524 0.7623 -2.1576
C -1.0682 1.4221 -1.4567
H 0.7660 -0.8815 1.2631
S -0.2748 -1.0761 -0.8034
N 0.6299 -1.5977 0.5555
O 0.5814 -3.7652 -0.0442
C -0.2358 0.6345 -0.4804
H 0.6930 2.6031 2.0362
H 1.4671 -3.0789 1.6751
H -0.5291 2.2119 -1.9183
N 0.2916 1.0318 0.6012
S 0.2393 2.7614 0.8286
C 0.8870 -2.9119 0.7388
H -1.8951 1.8841 -0.8380
```

Computed properties:
Charge: 0
HOMO level: -8.512 eV
Structure (SMILES): C/C(=N\S)SNC=O
LUMO: 0.65 eV

***

It is ii) that is most stable; the runner-up trails by 1.191 eV.

***

i) Computed, not measured: an isolated molecule of C3H6N2OS2, with the ωB97M-V functional and the def2-TZVPD basis.

```
14
C3H6N2OS2 | the Open Molecules 2025 dataset | the ωB97M-V functional and the def2-TZVPD basis
N -0.1825 1.2729 1.7301
C -0.6785 -1.0258 -1.0029
H -2.3265 0.1039 1.3169
H 2.1875 1.2684 1.1816
H -0.3257 -2.0123 -1.3244
C 0.4080 -0.2357 -0.2700
H 2.1197 -0.1743 -1.9203
C -0.4401 0.5091 0.7325
S 1.3918 1.7165 2.1768
H -1.1348 -0.5340 -1.8988
O -1.7500 -1.0739 -0.1201
S 1.3991 0.8161 -1.3607
N -1.7692 0.2140 0.4336
H 1.1011 -0.8451 0.3259
```

Computed properties:
Charge: 0
HOMO level: -8.418 eV
Structure (SMILES): S/N=C1/NOC[C@H]1S
LUMO: 0.44 eV

***

ii) Computed, not measured: an isolated molecule of C3H6N2OS2, with the ωB97M-V functional and the def2-TZVPD basis.

```
14
C3H6N2OS2 | the Open Molecules 2025 dataset | the ωB97M-V functional and the def2-TZVPD basis
H 0.7668 1.5847 1.5075
H -1.4683 0.0831 -1.8520
N 0.8088 -1.3965 -0.1821
C -1.0346 0.5462 1.9284
C -0.3199 -1.1730 -0.8524
S -0.4163 1.7422 -0.5248
C 0.2419 0.8292 0.9490
H 0.7571 -2.2061 0.2110
O -0.9447 -2.1372 -1.4355
S 1.4763 -0.2476 0.7037
N -0.6161 0.1648 -1.2799
H -1.8831 -0.2697 1.7362
H -0.5815 0.1237 2.8570
H -1.6676 1.2748 2.2459
```

Computed properties:
Charge: 0
HOMO level: -8.663 eV
Structure (SMILES): CC1SNC(=O)NS1
LUMO: 0.32 eV

***

iii) Computed, not measured: an isolated molecule of C3H6N2OS2, with the ωB97M-V functional and the def2-TZVPD basis.

```
14
C3H6N2OS2 | the Open Molecules 2025 dataset | the ωB97M-V functional and the def2-TZVPD basis
C 1.4645 1.7704 -0.0073
S -1.1298 0.8494 -0.0110
N -1.6334 -0.7529 -0.0097
H -0.9942 -1.5535 -0.0319
H 2.1231 1.7559 0.9169
H -3.1095 -2.1416 -0.0106
H 2.7113 -2.2540 -0.0112
O -3.8301 -0.1576 -0.0073
H 0.9106 2.7622 0.0347
C 0.6161 0.5519 0.0231
C -2.9701 -1.0242 0.0312
H 2.0757 1.7850 -0.8969
S 2.7263 -0.9298 0.0005
N 1.0395 -0.6612 -0.0204
```

Computed properties:
Charge: 0
HOMO level: -8.406 eV
Structure (SMILES): C/C(=N\S)SNC=O
LUMO: 0.64 eV

***

iv) Computed, not measured: a structure of composition C3H6N2OS2, with the ωB97M-V functional and the def2-TZVPD basis.

```
14
C3H6N2OS2 | the Open Molecules 2025 dataset | the ωB97M-V functional and the def2-TZVPD basis
H 3.5599 -0.4513 1.2301
N 3.0839 1.1844 0.0816
N 1.4804 -0.5017 0.5204
H -2.6357 -1.8400 0.1190
C -1.1798 0.0421 -0.0418
C 2.6345 0.0182 0.6222
S -2.2911 0.9205 -0.8153
H 0.1935 -2.3975 0.5023
O -0.7480 -2.4891 0.0535
C -1.6309 -1.3983 0.5258
H -1.6196 -1.3692 1.6727
S 0.3466 0.7070 -0.1120
H 4.3135 1.2864 0.1560
H 2.3913 1.8944 -0.1238
```

Computed properties:
Charge: 0
HOMO level: -8.542 eV
LUMO: -0.15 eV

***

It is iii) that is most stable; the runner-up trails by 1.623 eV.

***

i) Computed, not measured: a cluster of 2 separate species, ClH2NO2S in total, with the ωB97M-V functional and the def2-TZVPD basis.

```
7
ClH2NO2S | the Open Molecules 2025 dataset | the ωB97M-V functional and the def2-TZVPD basis
H -0.8779 -0.4178 -0.8257
H -1.0962 0.1597 0.8762
O -2.1626 -1.2878 0.4448
Cl 2.4652 -0.4731 -1.1881
S 2.0969 0.7743 0.4742
N -1.3582 -0.4361 0.0801
O 0.9327 1.6809 0.1384
```

Computed properties:
Charge: 0
HOMO level (spin up / spin down): -8.351 / -9.879 eV
LUMO (spin up / spin down): -2.33 / -0.88 eV

***

ii) Computed, not measured: an isolated molecule of ClH2NO2S, with the ωB97M-V functional and the def2-TZVPD basis.

```
7
ClH2NO2S | the Open Molecules 2025 dataset | the ωB97M-V functional and the def2-TZVPD basis
Cl -1.1545 1.5756 0.8443
S -0.6306 -0.1644 -0.1745
N 0.9812 -0.1461 0.0671
O -1.2373 -1.3259 0.3899
H 1.5690 0.3553 -0.4953
O -0.9462 0.2025 -1.4767
H 1.4184 -0.4971 0.8452
```

Computed properties:
Charge: 0
HOMO level: -11.317 eV
Structure (SMILES): NS(=O)(=O)Cl
LUMO: 0.18 eV

***

It is ii) that is most stable; the runner-up trails by 2.921 eV.

***

i) Computed, not measured: a cluster of 2 separate species, C4H12NO2 in total, with the ωB97M-V functional and the def2-TZVPD basis.

```
19
C4H12NO2 | the Open Molecules 2025 dataset | the ωB97M-V functional and the def2-TZVPD basis
H 0.9986 -0.8859 -1.2942
H 1.1584 2.0560 -1.4841
C 1.9561 -0.1191 0.5191
H 2.9770 -0.0613 0.1229
H -0.1375 -1.1463 1.3161
H 1.4931 0.8686 0.5335
H 1.8030 -2.0447 -0.2959
H -1.1668 -0.8721 -1.2848
H -2.1253 -1.5909 0.0180
C -1.4429 0.4975 0.4443
H -0.3679 2.0384 -1.3910
O -0.9557 0.5621 1.6645
O 0.3449 2.1383 -2.0382
N -0.0837 -1.5967 0.3975
C -1.2691 -0.9663 -0.2022
H -2.5516 0.7110 0.2071
C 1.1516 -1.1571 -0.2480
H 2.1256 -0.3873 1.5659
H -1.0078 1.3087 -0.2136
```

Computed properties:
Charge: -1
HOMO level: -2.984 eV
LUMO: 4.04 eV

***

ii) Computed, not measured: a cluster of 2 separate species, C4H12NO2 in total, with the ωB97M-V functional and the def2-TZVPD basis.

```
19
C4H12NO2 | the Open Molecules 2025 dataset | the ωB97M-V functional and the def2-TZVPD basis
H 0.1114 0.4139 -1.9450
H -0.7470 -1.6688 -1.4288
H -1.9923 1.4634 1.7759
H 1.6524 1.1654 -0.8863
H 1.1673 2.6389 0.7414
C 0.8629 -0.3424 -1.7146
H 1.1828 -0.7357 -2.6938
H -0.4234 0.9708 0.1680
C -0.1259 -0.9955 0.4882
H -0.8188 0.4905 2.5505
H 0.8386 -2.3594 -1.0757
C 0.1987 -1.4919 -0.9230
C -1.5635 0.4650 1.7308
O 0.8468 2.4390 -0.1436
H 0.8317 -0.7519 0.9521
H -2.3104 -0.2955 1.9835
N -1.0128 0.1555 0.4326
H -0.6589 -1.7863 1.0312
O 1.9603 0.2250 -1.0432
```

Computed properties:
Charge: -1
HOMO level: -3.610 eV
LUMO: 4.14 eV

***

iii) Computed, not measured: a cluster of 2 separate species, C4H12NO2 in total, with the ωB97M-V functional and the def2-TZVPD basis.

```
19
C4H12NO2 | the Open Molecules 2025 dataset | the ωB97M-V functional and the def2-TZVPD basis
H 2.2634 0.2326 0.7665
H 1.2828 -1.7740 0.0881
O -2.7074 -0.6249 -0.3344
H 0.1037 -0.6001 -1.7076
H -2.0692 0.1201 -0.1694
H 1.6039 0.1103 -1.2486
H 0.7280 -2.2212 1.6696
H -0.5164 -0.1490 1.9377
H 1.9410 -0.3309 2.4572
H -0.1431 1.5777 0.2351
C 0.5132 0.3885 -1.3370
H 1.5083 1.3417 1.9423
H -0.4386 -2.1246 0.3393
N -0.2020 0.6019 -0.0313
C 0.4446 -1.6574 0.7780
C 1.6097 0.2996 1.6289
C 0.2129 -0.1904 1.1250
H -2.1593 -1.0045 -1.0363
O 0.3658 1.4862 -2.0611
```

Computed properties:
Charge: -1
HOMO level: -2.652 eV
LUMO: 3.91 eV

***

iv) Computed, not measured: a structure of composition C4H12NO2, with the ωB97M-V functional and the def2-TZVPD basis.

```
19
C4H12NO2 | the Open Molecules 2025 dataset | the ωB97M-V functional and the def2-TZVPD basis
O -2.0822 -1.2726 -3.2884
H -0.3691 0.1006 0.3169
H -0.3479 0.1367 -1.6464
C 1.5409 -0.5640 1.0004
N 1.5768 0.7160 0.4224
C 1.9352 1.6961 1.4280
H 2.0550 1.2494 2.4189
H -2.2556 1.1299 -0.3690
C -1.6630 0.3259 0.0607
H 1.0750 2.3867 1.5632
H -3.0107 -1.3326 -3.5168
H -1.5190 -1.6122 -2.0172
H 0.7419 -0.7091 1.8174
H 2.7758 2.3050 1.0739
H -2.2756 -0.3186 0.6830
H 1.3092 -1.3838 0.3091
C -0.8434 -0.3879 -0.8329
O -1.0835 -1.6479 -1.0371
H 2.4402 -0.8177 1.6140
```

Computed properties:
Charge: -1
HOMO level: -2.374 eV
LUMO: 3.18 eV

***

It is ii) that is most stable; the runner-up trails by 0.301 eV.